C17H23FeGe2N4Te4 | the ωB97M-V functional and the def2-TZVPD basis

Summary:
2S+1: 6
E: -200554.2639 eV
Lowest unoccupied orbital energy (alpha / beta): -0.47 / -1.58 eV
M: 994.9 g mol⁻¹

Last column: Mulliken charge in e.
CARTESIAN COORDINATES (ANGSTROEM)
Fe1 -9.507 8.981 7.514  -0.04
Te1 -8.529 8.684 5.168  -0.14
Te2 -7.244 7.833 7.354  -0.20
Te3 -9.334 6.807 8.794  -0.14
Te4 -10.541 8.970 9.826  -0.11
C1 -7.995 12.151 4.072  -1.25
Ge1 -9.141 12.776 5.583  0.76
C2 -8.575 14.658 5.919  -1.06
C3 -10.964 12.723 4.762  -1.24
Ge2 -9.215 11.292 7.619  0.60
C4 -10.116 12.541 8.897  0.38
C5 -10.969 13.510 8.376  0.20
C6 -11.696 14.364 9.202  -0.86
C7 -11.621 14.221 10.585  -0.53
C8 -10.771 13.257 11.117  -0.78
C9 -10.007 12.441 10.281  -0.06
C10 -7.335 11.350 8.310  0.27
C11 -6.976 10.743 9.512  0.11
C12 -5.655 10.777 9.957  -0.85
C13 -4.679 11.414 9.201  -0.53
C14 -5.028 12.001 7.992  -0.81
C15 -6.344 11.959 7.551  0.17
H1 -7.748 13.035 3.445  0.42
H2 -8.570 11.430 3.467  0.37
H3 -7.070 11.657 4.407  0.31
H4 -8.784 15.249 5.003  0.44
H5 -7.490 14.696 6.139  0.33
H6 -9.118 15.096 6.782  0.26
H7 -10.888 13.050 3.704  0.46
H8 -11.695 13.363 5.282  0.37
H9 -11.346 11.688 4.780  0.28
H10 -11.096 13.628 7.296  -0.18
H11 -12.327 15.133 8.751  0.49
H12 -12.213 14.861 11.248  0.37
H13 -10.699 13.129 12.200  0.40
H14 -9.330 11.705 10.722  0.33
H15 -7.727 10.214 10.107  0.11
H16 -5.413 10.297 10.906  0.39
H17 -3.649 11.441 9.559  0.36
H18 -4.275 12.482 7.374  0.42
H19 -6.584 12.425 6.588  -0.10
N1 -15.498 11.069 6.916  -0.36
C16 -14.175 10.913 7.019  0.67
N2 -13.439 11.861 7.609  -0.11
N3 -13.668 9.807 6.483  -0.65
C17 -12.472 9.410 6.590  0.65
N4 -11.385 8.874 6.635  -0.39
H20 -15.970 11.904 7.251  0.19
H21 -16.030 10.393 6.385  0.26
H22 -13.882 12.652 8.065  0.22
H23 -12.461 11.681 7.807  -0.17

Forces on atoms 1 to 3 (eV/Å):
-1.7 0.2 -1.1
0.6 -0.4 -1.1
1.4 -0.3 0.0



C17H23I2N2ORu | the ωB97M-V functional and the def2-TZVPD basis

Summary:
Total charge: -2
2S+1: 6
E: -41807.8306 eV
Lowest unoccupied orbital energy (alpha / beta): 4.47 / 4.28 eV
M: 626.3 g mol⁻¹

Last column: Mulliken charge in e.
CARTESIAN COORDINATES (ANGSTROEM)
C1 1.417 -3.146 -2.609  -1.19
I1 2.461 -1.976 -0.885  -0.23
H1 2.287 -3.395 -3.219  0.55
H2 0.703 -2.540 -3.165  0.39
H3 1.007 -4.028 -2.117  0.20
C2 -1.543 2.466 -2.483  -0.64
C3 -0.420 0.675 -1.703  -0.43
N1 -1.476 1.502 -1.492  0.40
H4 -0.126 2.837 -4.139  0.42
I2 1.816 1.497 0.677  -0.38
N2 0.235 1.210 -2.770  0.70
H5 -2.332 3.194 -2.520  0.44
Ru1 0.424 -0.598 -0.333  -1.53
C4 -0.601 -1.824 -1.258  -0.07
O1 -1.444 -2.489 -1.740  -0.33
C5 -0.467 2.292 -3.275  -0.47
C6 1.506 0.790 -3.336  -0.95
H6 2.241 1.601 -3.232  0.41
H7 1.370 0.572 -4.404  0.36
H8 1.884 -0.102 -2.821  0.05
C7 -2.439 1.414 -0.408  -0.70
H9 -3.271 0.747 -0.678  0.22
H10 -2.835 2.419 -0.217  0.37
H11 -1.953 1.037 0.499  0.11
C8 -1.292 -1.990 3.416  -2.10
C9 -0.226 -1.208 2.626  3.06
C10 1.045 -2.045 2.613  -2.14
C11 -0.699 -0.938 1.201  -1.13
C12 -0.036 0.157 3.305  0.01
C13 -1.147 0.989 3.417  -0.15
C14 -1.057 2.182 4.139  -0.96
C15 0.159 2.558 4.716  -0.37
C16 1.291 1.763 4.538  -0.69
C17 1.193 0.561 3.830  0.11
H12 -1.465 -2.961 2.941  0.45
H13 -2.242 -1.450 3.475  0.35
H14 -0.928 -2.162 4.437  0.44
H15 0.806 -3.043 2.229  0.33
H16 1.805 -1.598 1.964  0.25
H17 1.434 -2.146 3.634  0.49
H18 -1.804 -1.008 1.148  0.70
H19 -2.091 0.694 2.947  0.27
H20 -1.943 2.807 4.252  0.33
H21 0.230 3.478 5.300  0.35
H22 2.263 2.060 4.931  0.37
H23 2.087 -0.044 3.673  0.37

Forces on atoms 1 to 3 (eV/Å):
-0.3 -1.3 -1.8
3.0 -0.1 1.0
-0.1 0.0 0.2



C17H23INO3 | the ωB97M-V functional and the def2-TZVPD basis

Summary:
Total charge: -1
E: -33735.9229 eV
Lowest unoccupied orbital energy: 1.39 eV
M: 416.3 g mol⁻¹

Last column: Mulliken charge in e.
CARTESIAN COORDINATES (ANGSTROEM)
C1 2.154 -0.943 0.152  -1.13
C2 1.269 -0.946 -1.096  -0.59
C3 -0.085 -0.242 -0.908  0.00
C4 0.050 1.105 -0.211  -0.74
C5 -1.233 1.976 -0.176  -0.91
C6 -2.184 1.780 -1.349  -0.96
N1 -3.159 0.715 -1.147  0.34
C7 -3.442 -0.248 -2.104  0.19
O1 -3.295 -0.158 -3.284  -0.62
C8 -4.051 -1.382 -1.323  0.45
C9 -4.344 -2.675 -1.709  -0.68
C10 -4.869 -3.530 -0.738  -0.36
C11 -5.088 -3.073 0.554  -0.15
I1 -5.836 -4.380 2.023  0.07
C12 -4.825 -1.755 0.931  -0.38
C13 -4.298 -0.934 -0.046  0.24
C14 -3.879 0.512 0.026  0.04
O2 -4.168 1.331 0.844  -0.59
H1 1.833 -1.673 0.896  0.30
H2 3.150 -1.259 -0.147  0.31
H3 2.300 0.039 0.591  0.36
H4 1.831 -0.484 -1.905  0.31
H5 1.045 -1.984 -1.345  0.35
H6 -0.731 -0.916 -0.337  0.15
H7 -0.520 -0.154 -1.906  0.16
H8 0.891 1.671 -0.605  0.38
H9 0.312 0.891 0.820  0.31
H10 -1.711 1.847 0.790  0.49
H11 -0.924 3.017 -0.214  0.38
H12 -2.686 2.724 -1.563  0.47
H13 -1.609 1.551 -2.238  0.49
H14 -4.164 -3.007 -2.720  0.50
H15 -5.101 -4.557 -0.975  0.37
H16 -5.004 -1.390 1.929  0.50
C15 6.263 0.562 1.067  -1.33
C16 5.180 1.649 1.249  0.34
C17 5.446 2.353 2.599  -1.42
O3 3.945 1.095 1.232  -0.77
H17 6.191 -0.186 1.861  0.29
H18 6.136 0.057 0.105  0.29
H19 7.282 0.985 1.090  0.42
H20 5.394 2.421 0.462  0.12
H21 5.358 1.641 3.424  0.32
H22 4.721 3.155 2.757  0.31
H23 6.454 2.800 2.642  0.40

Forces on atoms 1 to 3 (eV/Å):
0.1 -0.3 -0.5
-0.3 -0.1 0.9
0.5 -0.2 -0.3